Model w:
This record from the OMol25 dataset describes 3 unconnected molecules or ions with the total composition C4H14NO2S. The level of theory is wB97M-V/def2-TZVPD.

Computed properties:
Total charge   -1
HOMO energy   -3.08 eV
Multiplicity   1
Orbital gap   6.73 eV

Bonds (Å) are listed after each position.
CARTESIAN COORDINATES (ANGSTROEM)
1 C 0.70 0.58 -1.43  N2 1.439, C6 1.533, H7 1.079, H8 1.104
2 N 0.12 0.12 -0.20  C1 1.439, C3 1.474, H9 1.012
3 C 0.24 1.10 0.90  N2 1.474, C4 1.497, H10 1.094, H11 1.079
4 C -0.10 0.46 2.20  C3 1.497, S5 1.833, H12 1.095, H13 1.095
5 S -1.89 0.10 2.43  C4 1.833
6 C 0.04 -0.09 -2.65  C1 1.533, H14 1.091, H15 1.091, H16 1.095
7 H 1.76 0.39 -1.44  C1 1.079
8 H 0.62 1.68 -1.57  C1 1.104
9 H -0.83 -0.20 -0.28  N2 1.012
10 H 1.30 1.37 0.92  C3 1.094
11 H -0.40 1.96 0.74  C3 1.079
12 H 0.47 -0.46 2.38  C4 1.095
13 H 0.18 1.07 3.06  C4 1.095
14 H 0.75 -0.48 -3.38  C6 1.091
15 H -0.67 0.56 -3.15  C6 1.091
16 H -0.56 -0.94 -2.33  C6 1.095
17 H 1.79 -1.45 0.63  O19 0.974
18 H 2.43 -1.18 1.93  O19 0.961
19 O 2.44 -1.85 1.24  H17 0.974, H18 0.961
20 H -3.23 -0.36 -0.28  O22 0.964
21 H -2.33 -1.15 0.57  O22 0.997
22 O -2.82 -1.24 -0.29  H20 0.964, H21 0.997



Model x:
This record from the OMol25 dataset describes 3 unconnected molecules or ions with the total composition C4H14NO2S. The level of theory is wB97M-V/def2-TZVPD.

Computed properties:
Total charge   -1
HOMO energy   -3.01 eV
Multiplicity   1
Orbital gap   6.67 eV

Bonds (Å) are listed after each position.
CARTESIAN COORDINATES (ANGSTROEM)
1 C 0.07 -0.23 0.61  C2 1.522, C4 1.541, H7 1.083, H8 1.094
2 C 0.53 -0.67 1.99  C1 1.522, S3 1.855, H9 1.095, H10 1.083
3 S 2.19 0.07 2.35  C2 1.855
4 C -1.45 -0.28 0.40  C1 1.541, N5 1.454, H11 1.104, H12 1.094
5 N -1.90 0.16 -0.91  C4 1.454, C6 1.478, H13 1.007
6 C -2.37 1.56 -0.86  N5 1.478, H14 1.096, H15 1.100, H16 1.087
7 H 0.38 0.79 0.44  C1 1.083
8 H 0.49 -0.91 -0.14  C1 1.094
9 H 0.53 -1.76 2.09  C2 1.095
10 H -0.16 -0.32 2.76  C2 1.083
11 H -1.74 -1.34 0.52  C4 1.104
12 H -1.99 0.17 1.24  C4 1.094
13 H -1.12 0.13 -1.54  N5 1.007
14 H -3.30 1.53 -0.28  C6 1.096
15 H -2.76 1.81 -1.86  C6 1.100
16 H -1.62 2.25 -0.49  C6 1.087
17 H 1.46 0.86 -1.44  O19 0.971
18 H 2.23 -0.04 -2.33  O19 0.968
19 O 1.57 0.68 -2.39  H17 0.971, H18 0.968
20 H 2.76 -2.25 -0.13  O22 0.961
21 H 3.05 -0.80 0.36  O22 0.984
22 O 3.16 -1.42 -0.40  H20 0.961, H21 0.984



The computed energies, referenced to the most stable structure and given in kJ/mol, are model w 0.0; model x 18.6.



Model w:
This record from the OMol25 dataset describes 2 unconnected molecules or ions with the total composition C3H13N2O. The level of theory is wB97M-V/def2-TZVPD.

Computed properties:
Total charge   +1
HOMO energy   -13.49 eV
Multiplicity   1
Orbital gap   10.38 eV

Bonds (Å) are listed after each position.
CARTESIAN COORDINATES (ANGSTROEM)
1 N 0.35 -1.04 -0.12  C2 1.504, H6 1.017, H7 1.036, H8 1.052
2 C -0.09 0.16 -0.90  N1 1.504, C3 1.576, H9 1.088, H10 1.085
3 C 0.72 1.34 -0.23  C2 1.576, N4 1.446, H11 1.115, H12 1.081
4 N 0.48 1.30 1.20  C3 1.446, C5 1.468, H13 1.008
5 C -0.86 1.74 1.62  N4 1.468, H14 1.100, H15 1.088, H16 1.091
6 H 1.35 -1.19 -0.12  N1 1.017
7 H -0.12 -1.94 -0.36  N1 1.036
8 H 0.12 -0.71 0.85  N1 1.052
9 H -1.14 0.35 -0.68  C2 1.088
10 H 0.18 -0.08 -1.92  C2 1.085
11 H 0.26 2.23 -0.71  C3 1.115
12 H 1.76 1.31 -0.53  C3 1.081
13 H 1.24 1.81 1.61  N4 1.008
14 H -1.58 0.91 1.55  C5 1.100
15 H -0.73 2.01 2.66  C5 1.088
16 H -1.34 2.55 1.06  C5 1.091
17 H 0.24 -3.78 -1.05  O19 0.969
18 H -0.69 -3.78 -2.23  O19 0.978
19 O -0.14 -3.17 -1.70  H17 0.969, H18 0.978



Model x:
This record from the OMol25 dataset describes 2 unconnected molecules or ions with the total composition C3H13N2O. The level of theory is wB97M-V/def2-TZVPD.

Computed properties:
Total charge   +1
HOMO energy   -12.91 eV
Multiplicity   1
Orbital gap   9.10 eV

Bonds (Å) are listed after each position.
CARTESIAN COORDINATES (ANGSTROEM)
1 N 2.28 0.66 0.52  C2 1.429, H4 1.007, H5 1.014
2 C 1.64 1.93 0.41  N1 1.429, O3 1.432, H6 1.094, H7 1.094
3 O 2.61 2.96 0.22  C2 1.432, H8 0.977
4 H 2.71 0.40 -0.36  N1 1.007
5 H 3.04 0.72 1.20  N1 1.014
6 H 0.95 1.91 -0.44  C2 1.094
7 H 1.06 2.14 1.32  C2 1.094
8 H 2.11 3.77 -0.04  O3 0.977
9 C -0.37 -0.77 -0.42  C10 1.517, H12 1.085, H13 1.092, H14 1.089
10 C -1.75 -1.24 -0.84  C9 1.517, N11 1.506, H15 1.087, H16 1.090
11 N -2.43 -1.91 0.33  C10 1.506, H17 1.021, H18 1.022, H19 1.018
12 H 0.06 -0.18 -1.23  C9 1.085
13 H -0.44 -0.12 0.46  C9 1.092
14 H 0.30 -1.59 -0.18  C9 1.089
15 H -2.41 -0.46 -1.20  C10 1.087
16 H -1.65 -2.00 -1.61  C10 1.090
17 H -1.90 -2.74 0.59  N11 1.021
18 H -3.40 -2.19 0.16  N11 1.022
19 H -2.41 -1.29 1.13  N11 1.018



The computed energies, referenced to the most stable structure and given in kJ/mol, are model w 0.0; model x 29.0.



Model w:
This record from the OMol25 dataset describes 4 unconnected molecules or ions with the total composition C3H13N2O. The level of theory is wB97M-V/def2-TZVPD.

Computed properties:
Total charge   +1
HOMO energy   -13.32 eV
Multiplicity   1
Orbital gap   4.95 eV

Bonds (Å) are listed after each position.
CARTESIAN COORDINATES (ANGSTROEM)
1 N 1.16 -2.54 0.63  H6 1.015, H7 1.017, H8 1.054
2 C -0.65 -0.02 -0.30  C3 1.463, C4 1.419, H9 1.065
3 C -1.96 -0.60 -0.61  C2 1.463, H10 1.088, H11 1.089, H12 1.078
4 C -0.43 1.26 0.26  C2 1.419, N5 1.323, H13 1.085
5 N -1.36 2.20 0.23  C4 1.323, H15 1.016, H16 1.007
6 H 1.41 -3.02 -0.23  N1 1.015
7 H 1.56 -3.04 1.41  N1 1.017
8 H 1.66 -1.61 0.56  N1 1.054
9 H 0.27 -0.50 -0.53  C2 1.065
10 H -2.71 0.16 -0.82  C3 1.088
11 H -2.33 -1.16 0.25  C3 1.089
12 H -1.86 -1.30 -1.43  C3 1.078
13 H 0.43 1.39 0.91  C4 1.085
14 H 3.75 1.40 -2.32  H18 0.748
15 H -2.34 2.02 0.43  N5 1.016
16 H -1.09 3.17 0.15  N5 1.007
17 H 2.57 0.38 0.53  O19 0.970
18 H 3.41 1.55 -1.67  H14 0.748
19 O 1.90 -0.12 0.03  H17 0.970



Model x:
This record from the OMol25 dataset describes 2 unconnected molecules or ions with the total composition C3H13N2O. The level of theory is wB97M-V/def2-TZVPD.

Computed properties:
Total charge   +1
HOMO energy   -13.73 eV
Multiplicity   1
Orbital gap   10.54 eV

Bonds (Å) are listed after each position.
CARTESIAN COORDINATES (ANGSTROEM)
1 N 0.94 -1.41 -0.43  C2 1.550, H6 1.079, H7 0.956, H8 0.966
2 C 0.33 -0.43 -1.47  N1 1.550, C3 1.498, H9 1.099, H10 1.043
3 C -1.08 -0.12 -1.08  C2 1.498, N4 1.649, H11 1.059, H12 1.085
4 N -1.12 0.65 0.38  C3 1.649, C5 1.472, H13 0.982
5 C -0.24 1.82 0.59  N4 1.472, H14 1.105, H15 1.062, H16 1.019
6 H 0.94 -0.87 0.50  N1 1.079
7 H 0.52 -2.25 -0.23  N1 0.956
8 H 1.86 -1.62 -0.67  N1 0.966
9 H 1.02 0.42 -1.39  C2 1.099
10 H 0.45 -1.04 -2.30  C2 1.043
11 H -1.65 0.36 -1.83  C3 1.059
12 H -1.54 -1.10 -0.95  C3 1.085
13 H -2.04 0.96 0.25  N4 0.982
14 H -0.37 2.76 0.01  C5 1.105
15 H 0.66 1.50 0.12  C5 1.062
16 H 0.07 2.46 1.32  C5 1.019
17 H 0.47 -1.12 3.12  O19 1.033
18 H -0.01 -0.33 1.79  O19 0.975
19 O 0.79 -0.64 2.26  H17 1.033, H18 0.975



The computed energies, referenced to the most stable structure and given in kJ/mol, are model w 476.8; model x 0.0.



Model w:
This record from the OMol25 dataset describes 2 unconnected molecules or ions with the total composition C3H13N2O. The level of theory is wB97M-V/def2-TZVPD.

Computed properties:
Total charge   +1
HOMO energy   -14.10 eV
Multiplicity   1
Orbital gap   10.87 eV

Bonds (Å) are listed after each position.
CARTESIAN COORDINATES (ANGSTROEM)
1 C 0.47 0.64 -1.41  N2 1.439, C3 1.525, H6 1.184, H7 1.102
2 N -0.88 1.13 -1.32  C1 1.439, H8 1.008, H9 1.008
3 C 0.35 -0.86 -1.12  C1 1.525, N4 1.580, H10 1.132, H11 1.101
4 N -0.86 -1.22 -0.18  C3 1.580, C5 1.508, H12 1.126, H13 1.059
5 C -0.98 -0.43 1.10  N4 1.508, H14 1.097, H15 1.108, H16 1.178
6 H 0.97 0.79 -2.47  C1 1.184
7 H 1.12 1.08 -0.65  C1 1.102
8 H -1.14 1.61 -2.17  N2 1.008
9 H -0.92 1.79 -0.55  N2 1.008
10 H 0.23 -1.31 -2.16  C3 1.132
11 H 1.20 -1.33 -0.62  C3 1.101
12 H -0.85 -2.33 0.02  N4 1.126
13 H -1.77 -0.99 -0.68  N4 1.059
14 H -1.68 -0.93 1.77  C5 1.097
15 H 0.01 -0.43 1.59  C5 1.108
16 H -1.25 0.68 0.80  C5 1.178
17 H 1.80 -0.10 2.69  O19 0.991
18 H 2.40 1.35 2.96  O19 0.962
19 O 1.78 0.85 2.41  H17 0.991, H18 0.962



Model x:
This record from the OMol25 dataset describes 2 unconnected molecules or ions with the total composition C3H13N2O. The level of theory is wB97M-V/def2-TZVPD.

Computed properties:
Total charge   +1
HOMO energy   -12.62 eV
Multiplicity   1
Orbital gap   9.34 eV

Bonds (Å) are listed after each position.
CARTESIAN COORDINATES (ANGSTROEM)
1 C -0.27 -0.37 1.54  C2 1.463, N5 1.562, H6 1.118, H7 1.110
2 C -1.36 -0.23 0.57  C1 1.463, C3 1.558, H8 1.142, H9 1.111
3 C -1.47 1.22 0.01  C2 1.558, N4 1.503, H10 1.068, H11 1.081
4 N -0.58 1.42 -1.19  C3 1.503, H12 1.023, H13 1.016
5 N 1.07 -0.62 0.79  C1 1.562, H14 1.021, H15 1.023, H16 1.023
6 H -0.11 0.52 2.19  C1 1.118
7 H -0.44 -1.28 2.15  C1 1.110
8 H -1.45 -0.94 -0.32  C2 1.142
9 H -2.34 -0.30 1.08  C2 1.111
10 H -1.10 1.96 0.69  C3 1.068
11 H -2.53 1.33 -0.17  C3 1.081
12 H -0.92 2.28 -1.61  N4 1.023
13 H 0.28 0.92 -1.41  N4 1.016
14 H 1.69 -0.29 1.53  N5 1.021
15 H 1.05 0.08 0.05  N5 1.023
16 H 1.29 -1.56 0.42  N5 1.023
17 H 2.37 -2.15 -2.22  O19 1.007
18 H 2.47 -0.70 -2.42  O19 0.966
19 O 2.35 -1.30 -1.67  H17 1.007, H18 0.966



The computed energies, referenced to the most stable structure and given in kJ/mol, are model w 0.0; model x 12.8.



Model w:
This record from the OMol25 dataset describes a single CH3FN2OS molecule. The level of theory is wB97M-V/def2-TZVPD.

Computed properties:
Total charge   0
HOMO energy   -9.81 eV
Multiplicity   1
Orbital gap   8.80 eV

Bonds (Å) are listed after each position.
CARTESIAN COORDINATES (ANGSTROEM)
1 C 0.18 0.82 0.83  N2 1.411, F5 1.378, H7 1.196, H8 1.083
2 N 0.16 -0.55 0.50  C1 1.411, N3 1.760, H9 1.093
3 N -0.04 -0.72 -1.24  N2 1.760, O4 1.203, S6 1.562
4 O 0.01 0.32 -1.85  N3 1.203
5 F -1.05 1.42 0.99  C1 1.378
6 S -0.13 -2.23 -1.63  N3 1.562
7 H 0.58 1.19 -0.24  C1 1.196
8 H 0.89 0.90 1.65  C1 1.083
9 H -0.61 -1.15 1.00  N2 1.093



Model x:
This record from the OMol25 dataset describes a single CH3FN2OS molecule. The level of theory is wB97M-V/def2-TZVPD.

Computed properties:
Total charge   0
HOMO energy   -9.22 eV
Multiplicity   1
Orbital gap   8.82 eV

Bonds (Å) are listed after each position.
CARTESIAN COORDINATES (ANGSTROEM)
1 C 1.14 0.12 0.01  N2 1.495, F5 1.373, H7 1.052, H8 1.064
2 N -0.17 -0.53 -0.30  C1 1.495, N3 1.370, H9 1.064
3 N -1.26 0.27 -0.07  N2 1.370, O4 1.178, S6 1.593
4 O -1.10 1.42 0.13  N3 1.178
5 F 1.27 0.22 1.38  C1 1.373
6 S -2.69 -0.43 0.01  N3 1.593
7 H 1.29 1.01 -0.52  C1 1.052
8 H 1.81 -0.51 -0.51  C1 1.064
9 H -0.29 -1.57 -0.12  N2 1.064



The computed energies, referenced to the most stable structure and given in kJ/mol, are model w 81.8; model x 0.0.